(1)
ORCA calculation (ωB97M-V/def2-TZVPD) on a structure of composition C6H7AgLiO6 in a non-equilibrium geometry.

The geometry in ORCA input format:
```
! RIJCOSX wB97M-V def2-TZVPD def2/J DEFGRID3
* xyz 1 1
H -1.953 -2.065 0.662
H 0.007 1.567 -1.793
O 1.720 1.116 0.119
O -0.674 -0.427 0.584
H 0.290 1.920 1.326
H -0.214 -2.390 0.974
C -0.404 1.554 -0.780
O -2.355 0.859 -0.499
H -1.319 -2.734 -1.586
Ag -3.675 -0.155 -2.353
C 2.579 0.869 1.270
C -0.922 -1.812 0.372
C -1.191 0.256 -0.532
Li 3.903 0.345 3.014
H -0.692 2.641 -0.286
C 0.577 1.695 0.293
O 2.329 1.481 2.308
O -1.108 -0.679 -1.634
C -0.702 -1.953 -1.128
O 3.448 0.034 1.041
H 0.357 -2.121 -1.372
*
```

- ΔE to the lowest compared entry with this formula, charge and spin: 0.00 kcal per mole
- Frontier orbital gap: 7.14 eV



(2)
ORCA calculation (ωB97M-V/def2-TZVPD) on a structure of composition C37H32BrClN7O3STa in a non-equilibrium geometry.

The geometry in ORCA input format:
```
! RIJCOSX wB97M-V def2-TZVPD def2/J DEFGRID3
* xyz 2 1
Ta -0.550 -0.276 -0.979
C 3.431 2.109 -0.661
H 0.160 -0.150 2.071
C 2.302 4.080 5.119
C 1.685 -1.942 -5.320
H 5.524 4.102 4.116
H -4.635 -3.822 0.612
H 3.015 -0.260 -5.024
C 3.649 4.498 5.080
H 3.543 -4.039 1.618
Br 4.002 5.538 1.552
H 2.843 1.304 -3.118
C 2.155 -0.813 -4.661
H 4.021 5.297 5.708
C -3.331 -5.284 -0.269
C -2.040 2.709 1.672
C -3.274 3.222 2.102
C -2.137 5.140 3.009
N -2.861 0.562 0.959
H -0.256 -4.589 -1.573
H -4.267 4.834 3.074
H -4.280 1.712 1.567
C 1.997 0.738 -2.737
H 1.236 4.953 0.749
C -1.224 -4.439 -1.102
C 1.850 4.151 0.354
H 0.819 2.745 4.340
H 2.823 -1.121 -1.417
C -3.137 -1.622 0.423
C 4.477 3.858 4.227
C -2.811 -2.939 -0.089
N 0.011 -1.151 1.927
O -0.771 1.172 0.309
H -1.810 -6.496 -1.191
C 3.218 4.148 0.565
C 3.360 -2.605 0.017
H 2.180 -2.303 -6.214
C 2.573 -1.603 -0.481
C 4.015 3.132 0.068
C 1.129 -1.709 1.320
H 0.093 2.988 1.649
N 1.453 -1.172 0.135
C 2.961 -3.224 1.203
O -4.451 2.605 1.905
N 1.445 1.047 -1.650
Cl -1.308 1.711 -2.568
C -3.303 4.452 2.758
H -2.185 6.088 3.538
H 4.635 2.375 2.813
C -2.104 0.075 -2.500
C -1.600 -3.175 -0.707
H 1.526 -3.206 2.806
C 1.841 -2.774 1.862
H 0.020 5.168 2.826
C 1.509 -0.402 -3.523
H -3.137 0.213 -2.207
H 1.617 4.567 5.805
C 0.579 -2.598 -4.816
C -2.096 -5.496 -0.882
C -3.680 -4.009 0.128
N 4.004 2.854 3.436
H -0.909 -2.579 -3.262
H 4.043 1.286 -1.016
S 2.281 1.163 2.336
H 5.083 3.133 0.249
C -0.857 3.425 1.946
H -3.999 -1.518 1.077
O -0.766 -2.118 -0.925
H 4.257 -2.907 -0.508
H -4.004 -6.114 -0.097
N 0.434 -1.025 -3.033
C -1.921 1.441 0.983
C -0.895 4.627 2.611
N -2.441 -0.563 0.226
H -2.038 -0.363 -3.487
C 1.273 3.119 -0.364
C 1.850 3.070 4.314
C -0.027 -2.105 -3.673
H 0.206 3.115 -0.536
H -0.221 -1.581 2.809
H 0.179 -3.482 -5.295
C 2.719 2.407 3.408
C 2.064 2.107 -0.876
*
```

- ΔE to the lowest compared entry with this formula, charge and spin: 15.17 kcal per mole
- Frontier orbital gap: 5.56 eV



(3)
ORCA calculation (ωB97M-V/def2-TZVPD) on a structure of composition C32H27Cl2N3O2PdSb.

The geometry in ORCA input format:
```
! RIJCOSX wB97M-V def2-TZVPD def2/J DEFGRID3
* xyz 1 3
C -2.355 1.490 2.858
H -0.089 -2.633 5.474
H -5.353 2.152 1.845
H 2.256 -4.875 -2.363
C -0.949 -2.227 3.568
C 2.530 2.724 -0.506
C 0.848 0.917 -0.843
Sb 0.691 -2.806 -0.527
H 2.651 -2.659 -2.883
H -5.243 2.013 5.860
C 2.409 -6.785 -1.415
H -6.244 -0.045 2.528
H 0.501 -5.217 1.555
N -3.574 2.011 2.908
H 2.237 2.048 3.230
N -1.282 1.059 2.809
C 2.112 -7.549 -0.294
C 1.326 -2.935 3.869
C 1.425 -6.979 0.768
C 4.418 -1.539 -2.454
H 2.970 -1.032 1.076
C -5.374 0.368 3.035
H 6.078 -0.359 -1.766
H -4.253 0.893 1.255
H 5.127 -0.043 0.499
H 3.690 3.912 2.448
H -4.090 0.782 5.298
H 4.824 -1.679 -3.450
C -0.750 -2.173 2.169
C -4.045 2.612 4.173
H -3.198 3.012 4.726
C 3.193 -2.104 -2.123
H -1.598 -2.002 1.522
C 1.696 1.736 0.028
C 2.646 -1.949 -0.845
C 2.609 2.853 -1.937
C 3.260 3.526 0.387
Cl 3.637 4.037 -2.621
H 1.183 -7.576 1.641
C 3.356 -1.187 0.083
C 1.353 -4.863 -0.399
C 3.147 3.309 1.732
C 5.118 -0.794 -1.513
C 0.073 -2.595 4.403
Pd 0.524 -0.299 1.883
O -5.843 0.995 4.217
Cl 0.123 0.126 -3.329
C -4.660 1.367 2.145
N 1.623 1.513 1.355
H -1.921 -1.979 3.976
C 2.025 -5.450 -1.472
H -4.718 3.428 3.912
H 2.131 -3.234 4.531
H 2.483 -3.255 2.107
C 1.012 1.103 -2.260
C 1.532 -2.928 2.506
C 1.042 -5.641 0.717
C 1.885 2.047 -2.780
O 0.031 0.113 -0.366
H 2.936 -7.230 -2.251
H -4.690 -0.452 3.291
C -4.789 1.565 4.979
H 1.979 2.154 -3.853
H 3.899 4.310 0.002
C 0.493 -2.557 1.615
H 2.407 -8.591 -0.255
C 4.583 -0.617 -0.245
C 2.322 2.274 2.176
*
```

- ΔE to the lowest compared entry with this formula, charge and spin: 15.10 kcal per mole
- Frontier orbital gap (alpha / beta): 7.10 / 5.25 eV



(4)
ORCA calculation (ωB97M-V/def2-TZVPD) on a cluster of 2 separate species, C4HCl3 in total in a non-equilibrium geometry.

The geometry in ORCA input format:
```
! RIJCOSX wB97M-V def2-TZVPD def2/J DEFGRID3
* xyz 0 1
Cl -2.660 -1.029 1.204
Cl 1.303 -0.621 -1.764
C -1.114 2.171 -1.416
H 0.622 -0.083 0.426
Cl -1.840 -1.357 -1.936
C -0.696 1.047 -0.972
C 0.245 0.004 -0.519
C -1.073 -0.423 -0.821
*
```

- ΔE to the lowest compared entry with this formula, charge and spin: 109.53 kcal per mole
- Frontier orbital gap (alpha / beta): 7.68 / 7.08 eV



(5)
ORCA calculation (ωB97M-V/def2-TZVPD) on a structure of composition C26H20ClFeIN3O3S in a non-equilibrium geometry.

The geometry in ORCA input format:
```
! RIJCOSX wB97M-V def2-TZVPD def2/J DEFGRID3
* xyz -1 5
N 0.917 -0.734 1.234
C -0.197 -4.166 1.180
C 2.067 1.291 2.505
H -4.398 -3.857 0.080
C 1.521 1.550 -3.735
C 0.970 3.732 -0.719
C 1.821 -1.053 2.178
H 3.803 -1.037 4.237
H 2.312 -0.460 -3.497
C 3.402 -0.041 3.981
C 1.308 2.728 -2.985
N -1.727 1.931 2.237
C 1.646 0.308 -1.684
H 1.431 1.583 -4.788
O -2.842 1.847 2.721
H -2.980 -0.535 -1.152
H 1.619 -0.657 -1.166
C 0.574 -3.043 1.370
O 0.963 3.457 0.556
S 2.019 -2.745 2.437
H -1.926 -4.929 0.368
C 2.369 2.388 3.248
C -4.245 -2.820 -0.224
H -1.265 -0.700 -0.269
H -4.217 -2.248 0.697
H 1.864 3.302 2.994
H -3.921 -3.739 -2.794
C -1.018 -1.715 0.084
C 1.830 0.364 -3.054
Cl 1.348 4.375 -5.261
C -2.932 -1.339 -1.839
O -1.351 0.912 1.482
H -3.108 -4.687 -1.569
C 0.136 -1.815 0.873
N 1.206 1.337 -0.976
C 1.202 4.092 -3.537
H -5.096 -2.536 -0.837
C -1.397 -4.012 0.517
H -2.018 -1.288 -2.403
C -3.039 -2.697 -1.127
C 3.722 1.070 4.737
C 3.109 2.248 4.399
C 0.856 4.995 -1.326
H 0.654 6.060 -3.236
C 1.237 2.592 -1.576
H -3.786 -1.218 -2.545
H 4.377 0.898 5.590
H 3.289 3.199 4.936
C 0.923 5.141 -2.750
C -1.756 -2.811 -0.206
C -3.065 -3.759 -2.161
Fe 0.696 1.439 1.066
I 0.453 6.646 -0.117
H -2.107 -3.815 -2.674
H 0.192 -5.077 1.639
C 2.556 0.047 2.857
*
```

- ΔE to the lowest compared entry with this formula, charge and spin: 5.50 kcal per mole
- Frontier orbital gap (alpha / beta): 6.34 / 6.53 eV



(6)
ORCA calculation (ωB97M-V/def2-TZVPD) on a cluster of 2 separate species, CHI2NO in total in a non-equilibrium geometry.

The geometry in ORCA input format:
```
! RIJCOSX wB97M-V def2-TZVPD def2/J DEFGRID3
* xyz 0 3
I -2.020 0.671 -1.316
H 0.123 1.074 0.907
C -0.339 -0.240 -0.637
O 1.059 -2.086 -0.400
N 0.253 -1.254 -0.606
I 0.924 1.834 2.052
*
```

- ΔE to the lowest compared entry with this formula, charge and spin: 47.89 kcal per mole
- Frontier orbital gap (alpha / beta): 7.15 / 5.94 eV



(7)
ORCA calculation (ωB97M-V/def2-TZVPD) on a structure of composition C3H5InO4 in a non-equilibrium geometry.

The geometry in ORCA input format:
```
! RIJCOSX wB97M-V def2-TZVPD def2/J DEFGRID3
* xyz 2 1
O 0.241 0.171 -0.222
H 0.744 -0.877 2.131
H 0.632 -1.881 0.083
H -1.093 -1.523 -0.085
H -0.812 -1.853 2.273
C 0.488 0.313 -1.530
O -0.205 -0.632 -2.147
H 0.340 -1.081 -2.806
O 0.870 1.344 -2.014
C -0.155 -1.176 0.366
O -1.089 0.201 2.124
In -0.863 1.528 0.877
C -0.360 -0.936 1.854
*
```

- ΔE to the lowest compared entry with this formula, charge and spin: 43.51 kcal per mole
- Frontier orbital gap (alpha / beta): 5.87 / 5.87 eV



(8)
ORCA calculation (ωB97M-V/def2-TZVPD) on a cluster of 2 separate species, C7H12F2NO2S in total in a non-equilibrium geometry.

The geometry in ORCA input format:
```
! RIJCOSX wB97M-V def2-TZVPD def2/J DEFGRID3
* xyz -1 1
O -1.341 -2.533 1.000
S -2.285 -2.020 -0.148
C -1.544 1.053 0.486
H -0.504 -0.698 1.030
C 0.878 0.589 -0.013
H 0.703 0.121 -1.012
H -3.895 0.614 -0.023
H 1.907 -0.718 1.343
H 2.414 -0.979 -1.516
H 4.099 0.218 0.816
H 0.058 0.743 1.934
O -1.517 0.328 -1.819
H -3.283 -1.722 0.768
C -2.278 0.447 -0.737
F -1.239 2.346 0.110
N -3.564 0.634 -0.965
C 3.388 0.309 0.033
C -0.335 0.359 0.929
C 2.028 -0.221 0.393
H 3.471 1.158 -0.537
H 1.211 1.647 0.082
H -2.023 0.202 -2.631
F -2.480 1.205 1.469
C 2.920 -1.004 -0.579
H 3.212 -2.079 -0.413
*
```

- ΔE to the lowest compared entry with this formula, charge and spin: 15.16 kcal per mole
- Frontier orbital gap (alpha / beta): 5.99 / 5.99 eV



(9)
ORCA calculation (ωB97M-V/def2-TZVPD) on a structure of composition CF3NNaO4S3Sm in a non-equilibrium geometry.

The geometry in ORCA input format:
```
! RIJCOSX wB97M-V def2-TZVPD def2/J DEFGRID3
* xyz 0 6
Na 1.516 -1.465 0.943
F -3.276 -1.208 -0.100
O -2.232 1.458 1.177
S -1.291 0.505 0.511
C -2.130 -1.176 0.571
F -2.366 -1.525 1.835
N 0.089 0.358 1.067
O -1.276 0.711 -1.021
S 3.731 0.038 -1.326
Sm 0.947 0.883 -1.190
O 1.986 2.323 -1.137
O 2.275 -0.721 -1.081
S 3.329 1.909 -0.288
F -1.302 -2.090 0.038
*
```

- ΔE to the lowest compared entry with this formula, charge and spin: 0.00 kcal per mole
- Frontier orbital gap (alpha / beta): 8.01 / 8.04 eV



(10)
ORCA calculation (ωB97M-V/def2-TZVPD) on a structure of composition C25H10Br2F5IrN3S in a non-equilibrium geometry.

The geometry in ORCA input format:
```
! RIJCOSX wB97M-V def2-TZVPD def2/J DEFGRID3
* xyz 2 6
C 2.175 3.205 -2.618
F -6.544 3.524 0.111
Br 4.473 4.277 -3.874
C 3.351 -2.217 0.418
C 4.177 1.915 -2.227
C 5.153 -0.959 -1.303
N 2.099 1.221 -1.422
H -0.943 -6.123 2.753
C -3.964 5.329 -1.620
H -2.872 -1.581 2.940
C -2.439 -4.842 3.581
Ir 1.279 -0.320 -0.524
C -1.443 -5.149 2.623
C 3.551 3.031 -2.766
H 0.347 2.295 -1.888
C 4.518 -2.801 0.127
F -1.732 4.733 -2.093
H -3.666 -3.440 4.540
Br 6.911 -3.231 -1.385
N -3.505 -6.783 4.955
C -2.454 -2.545 2.975
C -3.029 -5.934 4.323
C 5.427 -2.202 -0.771
H 2.631 -2.671 1.069
S -4.489 1.336 0.552
H 1.704 4.119 -3.013
F -6.194 5.898 -1.056
H -0.002 -4.204 1.331
C -2.902 4.423 -1.580
C -4.253 2.813 -0.233
C -1.404 -2.772 2.035
C -0.729 -1.923 1.186
F -3.777 6.576 -2.057
N 3.085 -1.013 -0.176
C -3.083 3.217 -0.865
C 3.441 0.965 -1.509
C 0.018 -1.172 0.506
H 5.887 -0.486 -1.952
F -1.963 2.485 -0.640
C -5.293 3.777 -0.383
C 1.428 2.274 -1.999
C -5.189 4.993 -1.054
C 3.927 -0.352 -1.029
H 5.237 1.673 -2.317
C -2.889 -3.538 3.832
H 4.865 -3.720 0.625
C -0.927 -4.102 1.870
*
```

- Frontier orbital gap (alpha / beta): 5.60 / 4.10 eV



(11)
ORCA calculation (ωB97M-V/def2-TZVPD) on a structure of composition C4H11O3Rh in a non-equilibrium geometry.

The geometry in ORCA input format:
```
! RIJCOSX wB97M-V def2-TZVPD def2/J DEFGRID3
* xyz 2 5
O -0.732 -0.388 -0.557
H 3.471 0.070 0.507
Rh 0.197 1.208 -0.224
H 2.931 1.614 1.262
C -2.665 0.540 -1.516
O 1.448 0.246 0.907
H 3.025 0.127 2.246
H -3.144 -0.230 -0.891
H 1.133 -1.497 1.908
H -2.228 2.651 -1.766
C 2.803 0.527 1.249
H 1.864 -1.657 0.257
H -2.085 0.224 -2.397
H -0.987 -1.522 1.114
O -2.042 2.032 -1.057
H -0.221 -2.348 -0.286
C -0.271 -1.402 0.281
H -3.603 0.951 -1.907
C 1.105 -1.146 0.867
*
```

- ΔE to the lowest compared entry with this formula, charge and spin: 46.31 kcal per mole
- Frontier orbital gap (alpha / beta): 9.97 / 6.84 eV



(12)
ORCA calculation (ωB97M-V/def2-TZVPD) on a cluster of 2 separate species, C2H5BrO2P in total in a non-equilibrium geometry.

The geometry in ORCA input format:
```
! RIJCOSX wB97M-V def2-TZVPD def2/J DEFGRID3
* xyz -1 1
O -2.156 -2.334 -0.088
C 0.907 -0.099 -0.925
H 0.849 0.187 -1.980
Br -2.894 0.544 -0.219
H 0.298 1.650 0.467
H 1.999 1.658 -0.302
H 1.298 -1.170 -0.576
C 1.163 0.961 0.132
O -1.422 -0.960 1.954
H 1.608 0.644 1.034
P -1.649 -1.082 0.503
*
```

- ΔE to the lowest compared entry with this formula, charge and spin: 87.08 kcal per mole
- Frontier orbital gap (alpha / beta): 6.41 / 7.61 eV